ORCA calculation (ωB97M-V/def2-TZVPD) on a cluster of 2 separate species, C3H9N in total.

As for the SMILES: C=CC.N. The calculation puts the relative energy (zero: lowest compared OMol25 entry of this formula, charge and spin) at 23.3 kcal/mol. The orbital gap comes out at 10.79 eV. The value obtained for the LUMO energy is 1.019 eV. Its spin multiplicity is 1. The energy is -4746.09864 eV.

```
13
Properties=species:S:1:pos:R:3:forces:R:3
C 0.5892 2.0410 0.5989 -0.723 -0.789 1.264
C -0.2620 2.7853 -0.0880 0.636 -0.355 -0.789
C -1.3002 2.2089 -1.0065 -1.202 -0.305 0.607
H 1.3529 2.3642 1.2914 0.108 0.613 -0.260
H 0.3442 0.9915 0.7700 0.249 -0.064 -0.609
H -0.1370 3.8603 -0.1220 0.013 0.112 -0.044
H -1.5649 1.1559 -0.8598 0.700 -0.073 0.352
H -2.2676 2.6773 -0.7907 0.120 0.388 -0.450
H -1.0663 2.2797 -2.0648 0.098 0.472 -0.071
N 1.2760 -5.2310 0.4078 0.020 -0.013 0.294
H 1.1995 -4.2600 0.1220 -0.344 -0.206 -0.294
H 0.3784 -5.7084 0.3427 0.118 0.402 -0.252
H 1.4578 -5.1649 1.3990 0.206 -0.182 0.252
```
Positions in Å, forces in eV/Å.

ORCA calculation (ωB97M-V/def2-TZVPD) on an isolated molecule of CH3NO2.

The calculation puts the relative energy (zero: lowest compared OMol25 entry of this formula, charge and spin) at 181.1 kcal/mol. The orbital gap (spin up / spin down) comes out at 9.88 / 8.66 eV. The value obtained for the LUMO energy (spin up / spin down) is -0.657 / -1.344 eV. Its spin multiplicity is 1. The energy is -6663.80934 eV.

```
7
Properties=species:S:1:pos:R:3:forces:R:3
C 0.1584 0.5165 -0.2744 -1.592 1.364 2.194
N 0.9865 -0.3907 0.1511 5.011 -1.437 0.568
O -1.1819 -0.0666 -0.4418 -0.205 -1.812 0.875
O -1.1067 -1.2608 0.1939 -2.382 1.528 -1.453
H 0.1232 1.1169 0.7013 -0.521 0.184 -0.798
H 0.4709 1.2139 -1.0189 -0.275 0.043 -1.143
H 0.5496 -1.1292 0.6888 -0.036 0.129 -0.243
```
Positions in Å, forces in eV/Å.

ORCA calculation (ωB97M-V/def2-TZVPD) on an isolated molecule of C4H9NO2.

As for the SMILES: C/N=C\OCCO. The calculation puts the relative energy (zero: lowest compared OMol25 entry of this formula, charge and spin) at 62.2 kcal/mol. The orbital gap comes out at 10.33 eV. The value obtained for the LUMO energy is 0.914 eV. Its spin multiplicity is 1. The energy is -9877.36385 eV.

```
16
Properties=species:S:1:pos:R:3:forces:R:3
C 1.7094 -0.2939 -1.2862 0.018 -0.175 -0.352
N 1.8725 0.6587 -0.2248 0.185 0.315 0.205
C 1.2071 1.0017 0.7755 0.632 0.033 -0.389
O -0.0067 0.5517 1.2481 0.215 0.294 0.181
C -1.2014 0.7154 0.4673 0.019 -0.030 0.021
C -1.8203 -0.6780 0.3402 -0.297 0.117 0.040
O -0.8090 -1.6225 0.0847 0.004 -0.121 0.202
H 0.9578 -1.0837 -1.2060 -0.020 0.251 0.257
H 1.5238 0.2580 -2.2080 -0.106 0.073 -0.048
H 2.6941 -0.7437 -1.4324 -0.099 -0.122 0.009
H 1.7274 1.7275 1.4208 -0.766 -0.225 0.153
H -1.8516 1.3843 1.0460 0.020 -0.075 -0.324
H -0.9846 1.1583 -0.5177 0.108 -0.188 0.337
H -2.3740 -0.9382 1.2571 0.160 0.105 -0.118
H -2.5330 -0.7001 -0.4897 0.106 -0.004 0.077
H -0.1117 -1.3955 0.7251 -0.178 -0.248 -0.251
```
Positions in Å, forces in eV/Å.

ORCA calculation (ωB97M-V/def2-TZVPD) on a structure of composition C22H19N8O8V.

The calculation puts the relative energy (zero: lowest compared OMol25 entry of this formula, charge and spin) at 1.1 kcal/mol. The orbital gap (spin up / spin down) comes out at 6.87 / 7.37 eV. The value obtained for the LUMO energy (spin up / spin down) is -4.140 / -4.212 eV. Its spin multiplicity is 4. As for the net charge: +1. The energy is -77099.24891 eV.

```
58
Properties=species:S:1:pos:R:3:forces:R:3
V 0.6470 0.1711 -0.6729 -0.450 -0.644 -0.184
N -1.5644 0.2699 3.0508 0.027 -0.063 -0.058
C -1.1449 -0.0504 1.8363 0.022 -0.102 0.050
N 0.0595 0.1851 1.3863 -0.158 0.197 -0.106
C 0.9604 0.8898 2.1881 0.013 0.093 0.101
N 2.1060 1.2761 1.7243 0.108 0.002 0.135
N 2.2157 0.9582 0.3968 0.317 0.138 -0.306
C 3.3269 1.1133 -0.2174 -0.144 0.093 0.139
C 3.3458 0.7435 -1.6396 0.183 0.033 0.024
C 4.4609 0.9363 -2.4354 -0.144 -0.033 -0.095
C 4.3783 0.5919 -3.7809 -0.001 0.001 0.041
C 3.1965 0.0732 -4.2767 -0.057 -0.019 -0.007
C 2.1237 -0.1031 -3.4113 0.004 -0.032 -0.043
N 2.2023 0.2116 -2.1248 0.229 0.044 0.168
C 0.5825 1.1861 3.5622 -0.021 0.009 0.059
C 1.4558 1.7987 4.4659 -0.010 -0.004 -0.021
C 1.0322 2.0807 5.7451 0.011 0.021 0.031
C -0.2677 1.7636 6.1456 -0.024 -0.016 -0.018
C -1.1478 1.1625 5.2696 0.053 0.000 -0.063
C -0.7120 0.8782 3.9796 0.016 0.003 0.003
H -2.5146 0.0527 3.3127 0.005 0.013 0.011
H -1.8525 -0.5484 1.1823 -0.024 0.011 0.024
H 4.2029 1.5168 0.2814 0.023 -0.033 0.000
H 5.3657 1.3577 -2.0210 -0.007 0.007 0.035
H 5.2299 0.7362 -4.4315 0.001 0.000 -0.007
H 3.0906 -0.1953 -5.3177 0.013 0.003 -0.004
H 1.1723 -0.5039 -3.7403 0.020 -0.003 -0.042
H 2.4554 2.0453 4.1381 0.001 -0.001 -0.006
H 1.7060 2.5553 6.4445 0.006 -0.004 -0.003
H -0.5903 1.9912 7.1522 -0.006 0.001 0.000
H -2.1574 0.9154 5.5719 -0.005 0.006 0.010
C 1.5791 -4.2076 -0.4999 -0.012 0.015 0.010
C 1.6778 -2.8415 -1.1315 -0.077 -0.002 -0.043
O 1.3235 -1.8060 -0.1791 0.062 0.097 0.112
H 1.8378 -4.9730 -1.2305 0.000 0.006 -0.019
H 0.5644 -4.3989 -0.1522 0.003 -0.004 0.002
H 2.2723 -4.3099 0.3384 -0.001 0.008 0.008
H 0.9588 -2.7231 -1.9401 0.021 -0.015 -0.013
H 2.6821 -2.6330 -1.5070 0.001 -0.038 0.008
H 1.6838 -2.0085 0.6929 0.045 -0.018 -0.122
O -5.9505 2.3399 -0.6842 0.004 0.057 0.026
N -5.8478 1.2663 -1.2400 -0.002 -0.025 -0.026
O -6.7710 0.5954 -1.6482 -0.029 -0.024 -0.006
C -4.4949 0.7296 -1.4232 0.045 0.020 0.011
C -4.3449 -0.5473 -1.9557 0.177 0.047 0.059
C -3.0715 -1.0378 -2.0991 -0.091 0.062 -0.006
C -1.9143 -0.3309 -1.7132 -0.285 0.131 -0.140
O -0.7433 -0.8667 -1.7154 0.309 0.118 0.199
C -2.1503 0.9762 -1.2230 -0.072 -0.048 0.018
C -3.4141 1.5031 -1.0435 -0.116 -0.130 -0.105
N -0.9968 1.7418 -0.8243 0.094 0.178 -0.271
O 0.0277 1.7713 -1.6650 -0.072 -0.101 0.229
O -1.0898 2.5830 0.0813 -0.025 -0.084 0.156
N -2.8649 -2.4051 -2.5965 0.066 0.107 0.103
O -3.2627 -3.3093 -1.8924 -0.063 -0.062 -0.012
O -2.2889 -2.5229 -3.6532 0.042 -0.034 -0.063
H -5.2096 -1.1363 -2.2259 -0.024 0.011 0.003
H -3.5564 2.4919 -0.6332 0.001 0.007 0.010
```
Positions in Å, forces in eV/Å.

ORCA calculation (ωB97M-V/def2-TZVPD) on an isolated molecule of C4H8N2O.

As for the SMILES: [H]/N=C(/C=O)CCN. The calculation puts the relative energy (zero: lowest compared OMol25 entry of this formula, charge and spin) at 103.8 kcal/mol. The orbital gap comes out at 9.46 eV. The value obtained for the LUMO energy is 0.143 eV. Its spin multiplicity is 1. The energy is -9301.89337 eV.

```
15
Properties=species:S:1:pos:R:3:forces:R:3
H 0.5406 -2.2250 1.3861 0.453 0.404 0.578
N -0.1735 -1.5315 1.6123 -0.523 0.009 -0.145
C 0.0332 -0.3869 1.1236 -0.149 -0.736 -2.993
C -1.1502 0.5482 0.9321 1.755 3.626 4.715
O -0.8870 1.7718 1.0101 -1.134 -2.567 -0.942
C 1.1904 0.0593 0.2284 0.160 0.063 0.430
C 0.6409 0.6509 -1.0572 -3.041 -2.291 0.510
N -0.9354 -0.0519 -1.2518 1.913 1.648 -2.698
H -2.0543 0.1492 1.4223 -0.617 -0.070 -1.194
H 1.8288 -0.7983 -0.0006 0.100 0.173 0.282
H 1.7156 0.8443 0.7742 0.406 -0.148 -0.051
H 1.1726 0.3909 -1.9668 0.039 -0.232 0.128
H 0.4755 1.7234 -1.0183 -0.425 -0.198 0.113
H -1.5115 -0.8356 -0.9584 1.308 -0.397 1.479
H -0.8855 -0.3087 -2.2360 -0.245 0.715 -0.211
```
Positions in Å, forces in eV/Å.

ORCA calculation (ωB97M-V/def2-TZVPD) on a structure of composition C23H20GeIrN2SSe4.

The calculation puts the relative energy (zero: lowest compared OMol25 entry of this formula, charge and spin) at 0.0 kcal/mol. The orbital gap (spin up / spin down) comes out at 5.47 / 6.01 eV. The value obtained for the LUMO energy (spin up / spin down) is -1.181 / -1.576 eV. Its spin multiplicity is 6. The energy is -358728.24051 eV.

```
52
Properties=species:S:1:pos:R:3:forces:R:3
Ir -0.1916 -0.9704 2.4108 -0.001 -0.556 0.163
Se 1.6365 0.7255 3.3518 0.076 0.030 0.060
Se 0.9931 1.5810 5.4005 0.010 0.119 0.123
Se -0.8885 0.6142 6.1116 0.072 -0.037 -0.009
Se 0.4611 -2.7825 3.5429 0.044 -0.035 -0.124
C 1.3104 -1.1725 1.1287 -0.071 0.193 -0.016
Ge 0.9440 -0.7470 -0.7112 0.026 0.079 -0.042
C 1.3977 -2.2493 -1.8659 -0.073 -0.131 -0.051
C 1.6455 -3.4986 -1.2996 0.077 0.033 0.019
C 1.8845 -4.6105 -2.0964 0.010 0.000 0.017
C 1.8759 -4.4874 -3.4767 0.001 -0.023 -0.012
C 1.6215 -3.2530 -4.0573 0.011 -0.002 -0.026
C 1.3798 -2.1465 -3.2574 -0.054 0.026 0.008
C -0.9839 -0.4139 -0.8497 -0.037 -0.004 -0.001
C -1.5159 0.8246 -1.2014 0.013 0.042 -0.020
C -2.8896 1.0231 -1.2547 0.025 0.028 -0.004
C -3.7538 -0.0235 -0.9673 -0.031 -0.017 0.019
C -3.2407 -1.2679 -0.6312 -0.032 0.016 0.000
C -1.8685 -1.4570 -0.5694 0.041 -0.020 -0.030
C 1.8755 0.8849 -1.2527 0.094 0.033 0.033
C 1.6767 2.0318 -0.4857 -0.033 -0.015 0.007
C 2.3185 3.2227 -0.7827 0.021 0.061 0.002
C 3.1873 3.2855 -1.8630 0.005 -0.009 -0.010
C 3.4120 2.1519 -2.6286 0.005 0.025 0.004
C 2.7636 0.9625 -2.3217 0.013 -0.075 -0.046
H 2.2708 -1.5914 1.4133 0.002 0.013 -0.041
H 1.6558 -3.6029 -0.2202 -0.015 -0.005 0.018
H 2.0765 -5.5721 -1.6379 0.002 -0.012 0.005
H 2.0612 -5.3524 -4.1000 0.005 -0.011 -0.013
H 1.6050 -3.1543 -5.1353 -0.002 0.003 -0.010
H 1.1584 -1.1969 -3.7312 -0.007 0.032 0.003
H -0.8528 1.6470 -1.4449 0.013 0.010 0.002
H -3.2850 1.9922 -1.5334 -0.004 0.009 -0.004
H -4.8248 0.1275 -1.0138 -0.015 -0.001 -0.007
H -3.9101 -2.0894 -0.4113 -0.010 -0.015 0.010
H -1.4814 -2.4353 -0.3031 0.011 -0.010 0.001
H 1.0202 1.9774 0.3740 -0.012 0.020 0.085
H 2.1559 4.0997 -0.1683 -0.011 -0.005 0.013
H 3.6963 4.2106 -2.0985 0.008 0.019 -0.006
H 4.1003 2.1904 -3.4629 0.010 -0.005 -0.014
H 2.9716 0.0845 -2.9201 -0.010 -0.033 -0.014
S -2.6957 -1.1991 2.9858 0.128 0.063 0.186
C -2.4638 0.4547 3.0432 -0.109 0.213 -0.089
N -3.2190 1.2812 3.8170 -0.047 0.114 -0.129
C -2.9684 2.6054 3.9392 -0.051 -0.118 0.002
C -1.9581 3.1626 3.2247 0.043 -0.136 -0.079
C -1.1880 2.2875 2.4350 -0.045 -0.036 -0.010
N -1.4389 1.0004 2.3345 -0.109 0.104 0.056
H -3.8938 0.8299 4.4189 -0.029 0.038 -0.011
H -3.5948 3.1528 4.6276 -0.013 -0.015 0.007
H -1.7233 4.2110 3.2994 0.005 0.013 -0.004
H -0.3253 2.6511 1.8945 0.049 -0.012 -0.019
```
Positions in Å, forces in eV/Å.

Q: What is the relative energy (zero: lowest compared OMol25 entry of this formula, charge and spin) in the fifth record?
A: 103.8 kcal/mol